Entry 1:
Below is 2 unconnected molecules or ions with the total composition C6H14N4 in a non-equilibrium geometry, with properties calculated with wB97M-V/def2-TZVPD.

Structure (XYZ):
```
24
Properties=species:S:1:pos:R:3
C 0.205 1.422 1.444
C -1.230 1.568 -0.458
C -0.850 2.174 0.759
C -0.179 -0.445 0.190
C -0.883 -1.718 0.599
C 2.426 -1.996 -0.092
N 0.419 0.213 1.182
N -0.801 0.343 -0.746
N -1.926 2.161 -1.379
N 1.532 -1.185 -0.858
H 0.789 1.786 2.223
H -1.776 2.389 1.518
H -0.505 3.118 0.466
H -0.159 -2.333 1.128
H -1.441 -2.274 -0.179
H -1.469 -1.511 1.554
H 1.941 -2.984 0.038
H 3.435 -2.232 -0.582
H 2.654 -1.455 0.997
H -1.134 0.018 -1.664
H -2.290 3.036 -1.024
H -2.113 1.909 -2.347
H 1.278 -1.661 -1.734
H 2.074 -0.345 -1.036
```

Output
* net charge: +2
* total energy: -12390.9543 eV
* relative energy (zero: lowest compared OMol25 entry of this formula, charge and spin): 68.8 kcal/mol
* frontier orbital gap: 9.4 eV

Atom charges from the Löwdin analysis, given in e for atoms 1 to 2: number 1, C, carries -0.002; number 2, C, carries -0.293

---

Entry 2:
Below is a molecular structure, C17H13ClN2O7SZr in a non-equilibrium geometry, with properties calculated with wB97M-V/def2-TZVPD.

Structure (XYZ):
```
42
Properties=species:S:1:pos:R:3
Zr -0.234 0.475 0.005
C -5.673 4.950 -4.573
C -4.806 4.115 -3.690
C -5.110 3.926 -2.339
C -4.303 3.164 -1.518
C -3.174 2.582 -2.086
C -2.836 2.733 -3.435
C -3.666 3.495 -4.225
S -2.007 1.711 -1.162
O -2.185 1.572 0.310
O -1.707 0.319 -1.627
N -0.461 2.227 -1.226
C -0.047 3.282 -0.368
C -0.580 4.546 -0.296
C 0.017 5.520 0.524
C 1.159 5.255 1.229
C 1.726 3.963 1.194
C 2.929 3.599 1.838
C 3.395 2.309 1.750
C 2.642 1.350 1.076
N 1.508 1.649 0.444
C 1.072 2.960 0.449
H -6.390 5.536 -4.003
H -6.228 4.308 -5.261
H -5.066 5.615 -5.188
H -5.999 4.384 -1.925
H -4.545 3.011 -0.474
H -1.951 2.256 -3.837
H -3.434 3.619 -5.275
H -1.439 4.804 -0.903
H -0.422 6.508 0.564
H 1.639 6.028 1.815
H 3.480 4.352 2.389
H 4.326 2.021 2.218
H 2.948 0.312 1.060
O -0.437 -1.948 2.891
Cl -0.418 -1.090 1.820
O 0.744 -1.231 0.911
O -1.532 -1.157 0.904
O -0.331 0.339 2.159
O 0.743 -0.459 -3.172
C 0.788 -0.337 -2.067
```

Output
* net charge: +2
* total energy: -59768.1978 eV
* relative energy (zero: lowest compared OMol25 entry of this formula, charge and spin): 32.5 kcal/mol
* frontier orbital gap: 7.1 eV

Atom charges from the Löwdin analysis, given in e for atoms 1 to 2: number 1, Zr, carries 1.735; number 2, C, carries -0.014

---

Entry 3:
Below is a molecular structure, C26H27CrN5S2, with properties calculated with wB97M-V/def2-TZVPD.

Structure (XYZ):
```
61
Properties=species:S:1:pos:R:3
Cr -0.217 -0.548 -0.194
C 0.381 2.684 -0.406
N 0.415 1.565 0.576
C 1.863 1.406 0.943
C 2.230 0.013 1.371
N 1.879 -0.961 0.294
C 2.842 -0.756 -0.830
C 2.011 -2.345 0.797
C 3.151 -2.724 1.498
C 3.297 -4.023 1.949
C 2.298 -4.952 1.685
C 1.166 -4.576 0.982
C 1.006 -3.266 0.525
S -0.454 -2.837 -0.379
C -0.382 1.883 1.775
C -0.522 3.203 2.197
C -1.223 3.504 3.353
C -1.788 2.477 4.098
C -1.652 1.164 3.677
C -0.938 0.844 2.518
S -0.750 -0.846 2.057
H 0.986 3.525 -0.065
H -0.636 3.026 -0.548
H 0.792 2.344 -1.355
H 2.116 2.104 1.741
H 2.453 1.688 0.072
H 1.713 -0.277 2.274
H 3.304 -0.007 1.560
H 3.856 -0.672 -0.439
H 2.603 0.147 -1.393
H 2.814 -1.605 -1.496
H 3.935 -2.003 1.707
H 4.181 -4.305 2.508
H 2.397 -5.973 2.037
H 0.375 -5.291 0.787
H -0.078 4.016 1.635
H -1.321 4.535 3.668
H -2.344 2.701 5.001
H -2.090 0.354 4.249
N -1.555 1.443 -2.277
C -2.513 0.955 -1.387
C -3.766 1.556 -1.361
C -4.744 1.016 -0.559
C -4.465 -0.135 0.170
C -3.192 -0.644 0.128
N -2.191 -0.070 -0.590
C -0.664 0.635 -2.982
C -0.481 0.870 -4.343
C 0.308 0.007 -5.065
C 0.850 -1.104 -4.427
C 0.631 -1.254 -3.081
N -0.047 -0.356 -2.330
H -1.888 2.223 -2.816
H -3.967 2.413 -1.993
H -5.729 1.469 -0.524
H -5.216 -0.623 0.776
H -2.915 -1.511 0.703
H -0.995 1.696 -4.821
H 0.456 0.165 -6.128
H 1.425 -1.847 -4.963
H 0.989 -2.121 -2.555
```

Output
* net charge: +1
* total energy: -84940.6122 eV
* spin multiplicity: 4
* frontier orbital gap (spin up / spin down): 7.2 / 7.1 eV

Atom charges from the Löwdin analysis, given in e for atoms 1 to 2: number 1, Cr, carries 0.402; number 2, C, carries -0.073

---

Entry 4:
Below is a molecular structure, F8H8N4Na4O20S8 in a non-equilibrium geometry, with properties calculated with wB97M-V/def2-TZVPD.

Structure (XYZ):
```
52
Properties=species:S:1:pos:R:3
Na -1.454 -3.893 20.856
Na -4.340 -5.069 21.758
Na -1.702 -4.258 17.499
Na -2.570 -9.944 16.291
N -1.052 -5.777 19.365
S -1.658 -7.324 19.456
O -1.043 -8.297 20.272
O -2.258 -7.785 18.244
F -2.933 -6.848 20.348
S 0.511 -6.146 19.399
O 0.939 -7.197 18.543
O 1.075 -5.937 20.667
F 0.875 -4.913 18.461
N 2.973 -1.726 20.553
S 2.108 -2.837 21.393
O 2.764 -3.789 22.193
O 0.800 -3.138 20.860
F 1.693 -1.726 22.482
S 3.446 -2.678 19.376
O 2.428 -2.775 18.366
O 4.270 -3.807 19.656
F 4.542 -1.718 18.706
N 0.037 -6.843 13.557
S -0.405 -7.182 15.014
O -0.817 -8.554 15.190
O -1.058 -6.180 15.806
F 1.018 -7.283 15.680
S -1.420 -6.396 12.916
O -1.711 -5.013 13.075
O -2.503 -7.313 13.040
F -0.922 -6.439 11.427
N -2.458 -4.308 22.897
S -1.504 -5.226 23.790
O -1.884 -5.535 25.120
O -0.120 -5.058 23.581
F -1.919 -6.537 22.936
S -3.059 -3.321 24.122
O -2.169 -2.726 25.038
O -4.311 -3.806 24.583
F -3.445 -2.131 23.121
O 0.715 -9.183 22.473
H 1.294 -9.489 21.771
H 0.161 -8.518 22.056
O 3.305 -7.979 17.294
H 2.359 -8.023 17.467
H 3.690 -7.687 18.124
O -3.869 -7.972 16.042
H -3.811 -7.341 16.764
H -4.518 -7.613 15.430
O -4.929 -7.281 22.358
H -5.138 -7.862 21.622
H -5.100 -7.807 23.144
```

Output
* net charge: 0
* total energy: -173127.8099 eV
* frontier orbital gap: 5.7 eV

Atom charges from the Löwdin analysis, given in e for atoms 1 to 2: number 1, Na, carries 0.514; number 2, Na, carries 0.624